{
  "formula": "C34H53N4OP2SSr",
  "method": "the ωB97M-V functional and the def2-TZVPD basis",
  "orbital_gap_ev": 5.37,
  "de_lowest_ev": 0.000,
  "charge": 1,
  "e_homo_ha": -0.3051,
  "elements": ["C", "C", "C", "C", "C", "H", "H", "H", "N", "P", "P", "C", "H", "H", "C", "H", "C", "C", "C", "C", "C", "H", "H", "H", "C", "H", "H", "H", "C", "H", "H", "H", "C", "H", "H", "H", "C", "H", "H", "H", "C", "H", "H", "H", "C", "H", "H", "H", "C", "H", "H", "H", "C", "H", "H", "H", "C", "H", "H", "H", "C", "H", "H", "H", "C", "H", "H", "H", "Sr", "C", "O", "N", "C", "C", "C", "C", "C", "H", "C", "H", "C", "H", "H", "H", "S", "C", "N", "C", "C", "N", "H", "H", "H", "H", "H", "H"],
  "coordinates": [[0.953, -2.497, -1.113], [0.165, -0.801, -2.544], [1.301, -3.309, -2.191], [0.650, -1.538, -3.662], [1.210, -2.789, -3.485], [1.677, -4.312, -1.999], [0.533, -1.095, -4.653], [1.549, -3.377, -4.333], [0.499, -1.245, -1.279], [1.807, -1.845, 1.506], [-1.531, 1.584, -1.921], [1.049, -3.039, 0.330], [0.041, -3.286, 0.706], [1.606, -3.984, 0.337], [-0.626, 0.369, -2.799], [-0.562, 0.658, -3.859], [-3.259, 1.550, -2.783], [-0.615, 3.307, -2.065], [1.098, -2.365, 3.189], [3.652, -2.202, 1.224], [-4.319, 1.797, -1.692], [-4.247, 2.809, -1.272], [-5.317, 1.684, -2.142], [-4.232, 1.072, -0.874], [-3.395, 2.599, -3.894], [-3.304, 3.629, -3.527], [-2.672, 2.437, -4.703], [-4.401, 2.505, -4.335], [-3.472, 0.158, -3.390], [-4.499, 0.087, -3.779], [-2.773, -0.045, -4.210], [-3.347, -0.620, -2.630], [-1.529, 4.397, -1.483], [-1.715, 4.229, -0.412], [-1.021, 5.368, -1.589], [-2.499, 4.476, -1.989], [0.675, 3.272, -1.225], [0.460, 3.281, -0.141], [1.353, 2.446, -1.503], [1.234, 4.199, -1.419], [-0.254, 3.566, -3.525], [-1.131, 3.667, -4.173], [0.305, 4.511, -3.582], [0.388, 2.772, -3.929], [4.460, -1.579, 2.377], [5.531, -1.747, 2.181], [4.305, -0.493, 2.452], [4.226, -2.036, 3.349], [4.043, -1.517, -0.104], [3.489, -1.937, -0.955], [3.878, -0.428, -0.075], [5.116, -1.690, -0.279], [3.980, -3.695, 1.109], [5.074, -3.797, 1.052], [3.641, -4.277, 1.974], [3.573, -4.145, 0.196], [-0.435, -2.531, 3.077], [-0.713, -3.470, 2.578], [-0.852, -2.570, 4.096], [-0.919, -1.691, 2.551], [1.412, -1.237, 4.196], [0.907, -0.295, 3.925], [1.040, -1.549, 5.184], [2.490, -1.044, 4.286], [1.721, -3.684, 3.658], [1.534, -4.509, 2.955], [2.800, -3.606, 3.847], [1.247, -3.956, 4.614], [0.658, 0.769, 0.443], [3.207, 1.744, 0.860], [4.280, 2.087, 1.113], [-1.685, 0.045, 0.150], [-2.311, -0.799, -0.417], [-3.251, -1.879, -0.403], [-4.004, -2.010, 0.774], [-3.452, -2.771, -1.479], [-5.051, -2.931, 0.838], [-3.775, -1.367, 1.631], [-4.522, -3.667, -1.420], [-2.774, -2.734, -2.336], [-5.324, -3.739, -0.275], [-5.653, -3.007, 1.746], [-4.723, -4.308, -2.281], [-6.160, -4.441, -0.241], [-0.511, 2.445, 2.467], [0.783, 3.527, 2.733], [0.805, 4.855, 2.479], [2.069, 5.488, 2.812], [2.862, 4.350, 3.451], [1.999, 3.194, 3.239], [0.004, 5.345, 2.091], [1.922, 6.327, 3.498], [2.564, 5.861, 1.909], [3.028, 4.521, 4.520], [3.829, 4.194, 2.967], [2.153, 2.302, 3.700]]
}

=====

{
  "formula": "C4H8N4",
  "method": "the ωB97M-V functional and the def2-TZVPD basis",
  "orbital_gap_ev": 7.30,
  "de_lowest_ev": 5.404,
  "smiles": "[H]\\N=C(N)/C=C\\C=N\\N",
  "charge": 0,
  "e_homo_ha": -0.2872,
  "elements": ["C", "C", "C", "C", "H", "H", "H", "H", "H", "H", "H", "H", "N", "N", "N", "N"],
  "coordinates": [[1.439, 0.967, -0.041], [0.170, 1.536, -0.198], [-1.110, 1.054, 0.242], [-1.550, -0.297, 0.049], [3.169, -1.682, -0.070], [3.610, -0.321, 0.623], [2.332, 1.670, 0.211], [0.014, 2.629, -0.656], [-1.978, 1.649, 0.191], [-3.281, -0.092, 1.157], [-3.161, -1.555, -0.217], [0.394, -1.053, -0.133], [2.801, -0.879, 0.309], [1.733, -0.332, -0.250], [-3.006, -0.447, 0.051], [-0.784, -1.314, -0.312]]
}

=====

{
  "formula": "C27H33O2Sn",
  "method": "the ωB97M-V functional and the def2-TZVPD basis",
  "orbital_gap_ev": 5.70,
  "de_lowest_ev": 0.000,
  "charge": -1,
  "e_homo_ha": -0.1197,
  "elements": ["O", "C", "C", "H", "H", "C", "H", "H", "C", "H", "H", "H", "C", "H", "H", "H", "Sn", "C", "C", "C", "H", "C", "C", "H", "H", "H", "H", "C", "C", "C", "H", "C", "C", "H", "H", "H", "H", "O", "C", "C", "H", "H", "C", "H", "H", "C", "H", "H", "H", "H", "C", "C", "C", "C", "C", "C", "C", "C", "H", "H", "H", "H", "H"],
  "coordinates": [[2.672, -5.877, -2.225], [2.844, -7.108, -1.473], [3.819, -7.712, -2.502], [1.857, -7.581, -1.394], [3.268, -7.004, -0.471], [3.435, -6.481, -3.338], [3.563, -8.695, -2.889], [4.869, -7.665, -2.212], [2.516, -6.715, -4.544], [1.604, -7.252, -4.266], [3.005, -7.283, -5.355], [2.272, -5.733, -4.982], [4.574, -5.530, -3.685], [5.051, -5.147, -2.782], [4.158, -4.681, -4.236], [5.344, -5.985, -4.337], [-0.489, -1.193, -0.325], [1.590, 1.982, 0.132], [0.810, 1.339, 1.104], [1.315, -0.001, 1.267], [-0.082, 1.727, 1.589], [2.478, -0.125, 0.422], [2.634, 1.080, -0.284], [3.416, 1.310, -1.011], [1.435, 2.997, -0.242], [1.000, -0.699, 2.045], [3.087, -1.025, 0.335], [-1.847, 1.559, -2.115], [-0.425, 1.531, -2.213], [-0.013, 0.210, -2.460], [0.217, 2.410, -2.160], [-1.240, -0.622, -2.568], [-2.348, 0.263, -2.345], [-3.404, -0.016, -2.424], [-2.449, 2.466, -1.943], [1.000, -0.125, -2.691], [-1.295, -1.644, -2.975], [1.926, -4.846, -0.248], [3.125, -4.011, -0.346], [3.735, -3.932, 1.056], [2.951, -2.953, -0.699], [3.755, -4.525, -1.097], [2.765, -4.682, 1.981], [3.647, -2.895, 1.403], [4.776, -4.285, 1.002], [1.468, -4.487, 1.114], [2.757, -4.299, 3.029], [2.932, -5.792, 1.991], [1.112, -3.384, 1.228], [0.651, -5.146, 1.398], [-1.980, -0.393, 0.968], [-2.561, 0.511, 1.571], [-3.390, 1.372, 2.323], [-3.023, 1.844, 3.604], [-3.818, 2.804, 4.224], [-4.977, 3.281, 3.598], [-5.396, 2.726, 2.383], [-4.619, 1.764, 1.752], [-2.104, 1.498, 4.089], [-3.506, 3.234, 5.175], [-5.528, 4.106, 4.033], [-6.302, 3.086, 1.902], [-4.929, 1.343, 0.790]]
}

=====

{
  "formula": "C17H15F3NO4S",
  "method": "the ωB97M-V functional and the def2-TZVPD basis",
  "orbital_gap_ev": 6.59,
  "de_lowest_ev": 5.768,
  "charge": -1,
  "e_homo_ha": -0.1429,
  "elements": ["C", "C", "C", "C", "C", "C", "C", "N", "O", "O", "C", "C", "H", "H", "H", "H", "H", "H", "H", "H", "H", "F", "C", "F", "F", "S", "C", "C", "C", "C", "C", "C", "C", "O", "O", "H", "H", "H", "H", "H", "H"],
  "coordinates": [[4.962, 1.234, 1.580], [3.778, 0.620, 0.882], [3.040, -0.400, 1.510], [1.954, -0.986, 0.885], [1.542, -0.556, -0.411], [0.373, -1.118, -1.066], [0.344, -1.208, -2.477], [0.008, -2.409, -3.059], [-0.072, -2.526, -4.324], [-0.196, -3.368, -2.272], [2.314, 0.444, -1.051], [3.393, 1.033, -0.399], [5.382, 2.055, 0.999], [4.668, 1.596, 2.569], [5.768, 0.519, 1.758], [3.342, -0.737, 2.501], [1.431, -1.835, 1.333], [-0.266, -1.791, -0.482], [0.638, -0.388, -3.129], [2.069, 0.716, -2.074], [3.961, 1.814, -0.901], [-3.709, -0.400, -3.891], [-2.941, 0.323, -3.027], [-1.712, 0.512, -3.597], [-3.520, 1.524, -2.826], [-2.815, -0.666, -1.440], [-1.429, 0.025, -0.527], [-1.819, 0.297, 0.857], [-1.548, 1.565, 1.417], [-1.864, 1.877, 2.736], [-2.465, 0.936, 3.564], [-2.809, -0.318, 3.013], [-2.505, -0.650, 1.688], [-4.025, -0.351, -0.691], [-2.538, -2.001, -1.946], [-1.080, 0.918, -1.070], [-1.136, 2.301, 0.737], [-1.647, 2.876, 3.110], [-2.693, 1.170, 4.605], [-3.357, -1.035, 3.642], [-2.823, -1.614, 1.278]]
}

=====

{
  "formula": "C20H27F5N5O16",
  "method": "the ωB97M-V functional and the def2-TZVPD basis",
  "orbital_gap_ev": 9.30,
  "charge": 1,
  "e_homo_ha": -0.4671,
  "elements": ["C", "C", "O", "C", "N", "C", "N", "C", "N", "N", "N", "H", "H", "H", "H", "H", "H", "H", "H", "H", "H", "H", "H", "C", "C", "O", "C", "O", "O", "F", "H", "H", "H", "C", "C", "O", "C", "O", "O", "F", "H", "H", "H", "C", "C", "O", "C", "O", "O", "F", "H", "H", "H", "C", "C", "O", "C", "O", "O", "F", "H", "H", "H", "C", "C", "O", "C", "O", "O", "F", "H", "H", "H"],
  "coordinates": [[-2.757, 1.299, 0.179], [-3.378, 0.051, -0.623], [-4.697, -0.184, -0.065], [-2.474, -1.295, -0.462], [-1.068, -0.838, -0.305], [-0.222, -0.487, -1.275], [1.096, -0.033, -0.883], [1.664, 0.277, -2.177], [0.695, -0.017, -3.205], [-0.486, -0.513, -2.683], [-1.573, -0.904, -3.431], [-3.467, 2.203, 0.087], [-2.665, 1.092, 1.310], [-1.750, 1.653, -0.212], [-3.423, 0.353, -1.729], [-4.988, 0.702, 0.246], [-2.596, -1.996, -1.362], [-2.871, -1.879, 0.444], [-0.720, -0.731, 0.665], [2.711, 0.706, -2.336], [0.840, 0.127, -4.218], [-1.865, -0.140, -4.064], [-1.270, -1.665, -4.064], [0.780, 4.454, -0.020], [0.342, 5.883, -0.033], [-0.817, 5.858, -0.846], [-1.347, 4.615, -0.682], [-2.461, 4.310, -0.991], [-0.454, 3.757, -0.112], [1.269, 6.671, -0.626], [1.407, 4.197, -0.879], [1.312, 4.190, 0.893], [0.091, 6.285, 0.953], [3.711, 2.148, 3.091], [3.273, 1.915, 4.503], [2.454, 3.035, 4.775], [1.924, 3.399, 3.577], [0.983, 4.128, 3.452], [2.590, 2.824, 2.535], [4.328, 1.936, 5.348], [4.593, 2.791, 3.024], [3.913, 1.218, 2.558], [2.699, 0.996, 4.650], [-0.159, -4.594, -0.913], [-0.568, -4.729, 0.520], [-0.706, -6.123, 0.688], [0.168, -6.684, -0.197], [0.525, -7.820, -0.158], [0.591, -5.779, -1.128], [-1.774, -4.146, 0.740], [-1.015, -4.576, -1.595], [0.450, -3.706, -1.091], [0.165, -4.343, 1.235], [4.480, -3.073, -4.527], [3.381, -3.542, -5.426], [2.422, -2.505, -5.326], [3.133, -1.376, -5.065], [2.696, -0.264, -5.181], [4.400, -1.658, -4.664], [2.829, -4.686, -4.964], [4.315, -3.347, -3.481], [5.458, -3.444, -4.836], [3.677, -3.669, -6.471], [-3.542, 1.171, 3.991], [-3.488, 0.919, 5.464], [-2.479, -0.065, 5.585], [-1.633, 0.151, 4.543], [-0.529, -0.305, 4.466], [-2.192, 0.957, 3.597], [-4.654, 0.399, 5.912], [-4.190, 0.463, 3.466], [-3.865, 2.185, 3.753], [-3.220, 1.795, 6.061]]
}

=====

{
  "formula": "CH2Cl3Hg2",
  "method": "the ωB97M-V functional and the def2-TZVPD basis",
  "orbital_gap_ev": 3.38,
  "de_lowest_ev": 2.922,
  "charge": 3,
  "e_homo_ha": -0.7891,
  "elements": ["Hg", "Hg", "Cl", "C", "Cl", "Cl", "H", "H"],
  "coordinates": [[-2.132, -1.017, -0.682], [-1.466, 0.028, -3.470], [-0.440, -0.225, -1.518], [0.883, 0.267, 0.973], [1.274, -0.780, 2.395], [-0.518, 1.220, 1.434], [1.648, 0.985, 0.679], [0.752, -0.478, 0.189]]
}

=====

{
  "formula": "C5H6O3",
  "method": "the ωB97M-V functional and the def2-TZVPD basis",
  "orbital_gap_ev": 10.57,
  "de_lowest_ev": 2.245,
  "smiles": "C#COCOC(C)=O",
  "charge": 0,
  "e_homo_ha": -0.3575,
  "elements": ["C", "C", "C", "O", "O", "C", "C", "O", "H", "H", "H", "H", "H", "H"],
  "coordinates": [[-1.365, 0.506, 0.596], [1.181, -1.999, -0.275], [-0.150, -1.307, -0.355], [-1.320, 1.590, -0.287], [-0.199, -0.287, 0.535], [-0.265, 2.358, -0.187], [0.789, 2.929, -0.129], [-1.068, -1.621, -1.060], [-1.420, 0.850, 1.637], [-2.244, -0.081, 0.317], [1.114, -2.796, 0.462], [1.952, -1.298, 0.030], [1.413, -2.443, -1.235], [1.581, 3.599, -0.048]]
}

=====

{
  "formula": "C36H43AsN4O2PRu",
  "method": "the ωB97M-V functional and the def2-TZVPD basis",
  "spin_multiplicity": 6,
  "orbital_gap_ev": [7.95, 6.39],
  "de_lowest_ev": 0.925,
  "charge": 2,
  "s_squared": 8.770,
  "e_homo_ha": [-0.5007, -0.5178],
  "elements": ["Ru", "C", "C", "C", "C", "C", "C", "C", "C", "C", "C", "C", "C", "H", "H", "H", "H", "H", "H", "H", "H", "H", "H", "H", "H", "H", "H", "H", "H", "H", "H", "O", "N", "C", "C", "C", "C", "C", "C", "C", "P", "C", "C", "C", "C", "C", "C", "C", "C", "C", "C", "C", "C", "H", "H", "H", "H", "H", "H", "H", "H", "H", "H", "H", "H", "H", "H", "H", "H", "N", "C", "N", "C", "N", "C", "As", "C", "C", "O", "H", "H", "H", "H", "H", "H", "H", "H", "H"],
  "coordinates": [[0.267, 0.901, 0.544], [0.776, -2.071, 3.790], [0.110, -0.869, 3.181], [-1.067, -1.045, 2.433], [-1.569, -2.434, 2.174], [-1.847, 0.079, 2.071], [-3.209, -0.068, 1.456], [-1.399, 1.377, 2.416], [-2.348, 2.543, 2.390], [-0.089, 1.552, 2.933], [0.453, 2.950, 3.118], [0.624, 0.424, 3.403], [1.832, 0.608, 4.275], [1.353, -2.629, 3.046], [0.029, -2.750, 4.198], [1.446, -1.797, 4.599], [-0.754, -3.154, 2.140], [-2.112, -2.498, 1.240], [-2.253, -2.737, 2.972], [-3.265, 0.534, 0.547], [-3.975, 0.288, 2.147], [-3.448, -1.094, 1.201], [-3.351, 2.216, 2.653], [-2.393, 2.992, 1.401], [-2.050, 3.307, 3.103], [-0.021, 3.638, 2.421], [1.523, 2.984, 2.930], [0.269, 3.312, 4.132], [1.540, 0.405, 5.309], [2.218, 1.620, 4.233], [2.635, -0.087, 4.028], [2.998, 1.216, 1.635], [2.590, 0.012, 1.115], [3.229, -1.043, 1.411], [2.928, -2.342, 0.821], [3.753, -3.406, 1.186], [3.644, -4.637, 0.564], [2.718, -4.812, -0.451], [1.877, -3.769, -0.814], [1.947, -2.538, -0.171], [0.877, -1.186, -0.774], [-0.686, -1.896, -1.351], [-1.184, -3.149, -1.001], [-2.417, -3.560, -1.486], [-3.163, -2.725, -2.306], [-2.686, -1.462, -2.632], [-1.459, -1.044, -2.151], [1.787, -0.728, -2.289], [2.887, 0.129, -2.218], [3.640, 0.378, -3.354], [3.315, -0.233, -4.557], [2.233, -1.097, -4.624], [1.466, -1.345, -3.499], [3.832, 1.113, 2.125], [4.088, -0.994, 2.085], [4.503, -3.254, 1.954], [4.298, -5.447, 0.854], [2.661, -5.755, -0.978], [1.181, -3.917, -1.629], [-0.621, -3.811, -0.358], [-2.790, -4.543, -1.228], [-4.118, -3.060, -2.687], [-3.265, -0.813, -3.276], [-1.081, -0.058, -2.396], [3.151, 0.598, -1.279], [4.480, 1.058, -3.299], [3.902, -0.031, -5.443], [1.978, -1.586, -5.554], [0.625, -2.023, -3.562], [1.211, 2.477, -0.444], [0.995, 2.636, -1.609], [0.786, 3.009, -2.766], [0.391, 2.451, -3.881], [-0.026, 2.031, -4.874], [-4.179, 3.163, -0.828], [-2.305, 3.145, -1.320], [-2.311, 3.271, -3.246], [-1.469, 4.749, -0.616], [-1.597, 1.749, -0.728], [-4.603, 4.134, -1.082], [-4.327, 2.972, 0.232], [-4.685, 2.391, -1.406], [-3.141, 3.923, -3.519], [-2.460, 2.293, -3.699], [-1.383, 3.701, -3.613], [-1.256, 5.429, -1.439], [-0.537, 4.501, -0.112], [-2.147, 5.238, 0.083]]
}

=====

Q: charge of number 1 (C34H53N4OP2SSr)?
A: +1

=====

Q: Among the records above, which one has the highest charge?
A: CH2Cl3Hg2

=====

Q: Which formula does entry 6 have?
A: CH2Cl3Hg2